No. 1
93
Properties=species:S:1:pos:R:3:lowdin_charge:R:1 method="wB97M-V/def2-TZVPD" gap_ha=0.064 e_homo_ev=-14.56 e_above_lowest_kcal_mol=0.0 charge=+2
Al 26.94 -17.46 11.48 1.15
C 30.34 -19.06 15.09 -0.64
F 31.41 -18.94 14.31 0.16
F 29.59 -20.08 14.72 0.15
F 30.78 -19.23 16.34 0.13
S 29.27 -17.53 14.94 0.55
O 28.32 -17.56 16.03 -0.20
O 30.15 -16.36 15.04 -0.19
O 28.69 -17.72 13.62 -0.34
O 26.43 -19.59 13.35 -0.02
C 25.95 -20.12 14.32 -0.47
O 26.75 -20.72 15.20 0.02
C 26.04 -21.32 16.27 -0.14
C 24.61 -21.47 15.74 -0.11
C 24.53 -20.29 14.74 -0.05
H 25.96 -20.64 17.12 0.12
H 26.51 -22.23 16.63 0.14
H 23.89 -21.38 16.55 0.13
H 24.53 -22.38 15.15 0.13
H 24.19 -19.44 15.34 0.14
H 23.91 -20.36 13.85 0.14
O 29.52 -24.96 13.40 0.24
C 29.48 -23.82 13.06 -0.42
O 30.46 -23.33 12.27 0.08
C 30.25 -21.94 12.01 -0.14
C 28.80 -21.69 12.39 -0.16
C 28.46 -22.75 13.44 -0.02
H 30.35 -21.77 10.93 0.13
H 30.92 -21.29 12.56 0.12
H 28.15 -21.79 11.52 0.14
H 28.67 -20.66 12.72 0.08
H 27.40 -22.92 13.49 0.13
H 28.87 -22.50 14.43 0.13
O 29.28 -15.73 11.75 0.03
C 29.90 -14.85 12.26 -0.44
O 31.24 -14.72 12.01 0.04
C 31.84 -13.77 12.89 -0.13
C 30.78 -13.43 13.97 -0.14
C 29.46 -13.88 13.34 -0.05
H 32.12 -12.85 12.37 0.14
H 32.68 -14.25 13.39 0.13
H 30.79 -12.38 14.23 0.12
H 31.06 -14.02 14.85 0.10
H 29.12 -12.97 12.84 0.15
H 28.78 -14.27 14.08 0.12
O 35.47 -14.88 15.32 0.22
C 34.89 -15.42 16.21 -0.45
O 34.18 -14.73 17.12 0.07
C 33.50 -15.67 17.99 -0.12
C 33.51 -17.00 17.24 -0.12
C 34.80 -16.91 16.45 -0.04
H 32.49 -15.31 18.19 0.13
H 34.02 -15.70 18.94 0.14
H 32.69 -17.12 16.53 0.10
H 33.53 -17.84 17.94 0.11
H 34.83 -17.40 15.48 0.13
H 35.71 -17.22 16.98 0.15
O 29.91 -18.98 11.23 0.06
C 30.97 -18.89 10.64 -0.47
O 31.05 -19.30 9.38 0.05
C 32.36 -19.12 8.80 -0.09
C 33.07 -18.22 9.83 -0.12
C 32.34 -18.51 11.14 -0.06
H 32.25 -18.59 7.86 0.13
H 32.81 -20.10 8.63 0.13
H 32.83 -17.17 9.63 0.12
H 34.16 -18.28 9.90 0.13
H 32.34 -17.68 11.85 0.12
H 32.69 -19.38 11.70 0.13
O 34.47 -20.71 18.39 0.18
C 33.29 -20.83 18.54 -0.46
O 32.46 -21.28 17.59 0.03
C 31.12 -21.46 18.13 -0.12
C 31.06 -20.44 19.27 -0.15
C 32.48 -20.40 19.80 -0.03
H 31.20 -22.52 18.39 0.14
H 30.38 -21.28 17.36 0.10
H 30.20 -20.52 19.93 0.12
H 30.93 -19.48 18.75 0.09
H 32.67 -21.05 20.65 0.14
H 32.79 -19.38 20.01 0.12
O 25.62 -15.89 19.66 0.21
C 26.41 -16.78 19.62 -0.44
O 27.51 -16.81 20.35 0.07
C 28.41 -17.85 20.00 -0.15
C 27.63 -18.80 19.07 -0.14
C 26.36 -18.01 18.69 -0.05
H 28.72 -18.34 20.92 0.13
H 29.35 -17.44 19.60 0.12
H 27.30 -19.55 19.79 0.12
H 28.22 -19.23 18.27 0.09
H 25.52 -18.70 18.76 0.12
H 26.34 -17.70 17.64 0.11

---

No. 2
80
Properties=species:S:1:pos:R:3:lowdin_spin:R:1 method="wB97M-V/def2-TZVPD" gap_ha="0.146 / 0.156" multiplicity=3 e_homo_ev="-1.62 / -1.89" charge=-1
C 0.83 4.71 -1.36 0.00
C 0.43 3.90 -0.12 0.01
C 1.49 3.76 -2.39 0.02
C 1.85 2.43 -1.68 0.07
H 2.39 4.25 -2.75 0.00
H 0.81 3.61 -3.24 0.00
C 1.39 2.74 -0.04 0.07
H -0.58 3.52 -0.27 0.00
H 0.44 4.53 0.80 0.00
C 1.21 1.92 1.30 0.05
H 2.35 3.23 0.19 0.00
H 2.96 2.35 -1.62 0.01
C 1.42 1.29 -2.53 0.57
C -0.38 5.44 -1.92 0.00
C 1.77 5.89 -1.07 0.00
O 2.68 6.23 -1.82 0.00
O -1.52 4.99 -1.94 0.00
O -0.07 6.66 -2.40 0.00
O 1.51 6.56 0.06 0.00
C 2.30 7.75 0.15 0.00
H 1.96 8.26 1.05 0.00
H 2.12 8.36 -0.74 0.00
H 3.36 7.50 0.21 0.00
C -1.19 7.36 -2.92 0.00
H -1.72 6.77 -3.67 0.00
H -0.77 8.27 -3.35 0.00
H -1.88 7.61 -2.10 0.00
O 0.01 1.21 1.83 0.08
H 1.42 2.69 2.08 0.00
H 2.02 1.17 1.33 0.00
C 2.12 0.01 -2.31 0.09
C -0.03 1.29 -2.86 0.08
H -0.25 1.49 -3.92 0.02
H -0.53 2.07 -2.26 0.01
H -0.51 0.33 -2.59 0.01
H 1.38 -0.77 -2.10 0.01
H 2.78 0.09 -1.44 0.01
H 2.71 -0.34 -3.17 0.03
W -0.45 -0.53 1.52 0.73
C 0.53 -3.04 2.31 0.01
C 1.49 -1.99 1.88 -0.01
C 1.47 -0.92 2.82 0.00
H 2.27 -2.19 1.16 0.00
C 0.24 -1.04 3.61 0.02
C -0.40 -2.23 3.16 -0.02
H -1.26 -2.69 3.61 0.00
H 1.05 -3.87 2.88 0.00
H 2.26 -0.19 2.98 0.00
H -0.13 -0.38 4.39 0.00
C -2.42 -1.40 0.11 0.01
C -2.61 -1.63 1.51 0.00
C -2.60 -0.37 2.19 0.00
H -2.90 -2.59 1.93 0.00
C -2.42 0.66 1.19 0.02
C -2.28 0.01 -0.09 0.07
H -2.23 0.52 -1.04 0.01
H -2.55 -2.14 -0.67 0.00
H -2.78 -0.21 3.26 0.00
H -2.47 1.73 1.34 0.00
C 1.05 -6.27 0.58 0.00
C -0.20 -5.58 0.02 0.00
C -0.44 -6.09 -1.38 0.00
O 0.08 -4.16 -0.03 0.00
B -0.32 -3.76 1.23 0.01
O -1.44 -4.42 1.70 0.00
C -1.48 -5.67 0.98 0.00
C -2.82 -5.72 0.27 0.00
C -1.43 -6.77 2.04 0.00
H 0.95 -7.36 0.62 0.00
H 1.31 -5.90 1.59 0.00
H 1.90 -6.04 -0.07 0.00
H 0.43 -5.89 -2.01 0.00
H -0.62 -7.17 -1.37 0.00
H -1.31 -5.59 -1.84 0.00
H -2.97 -6.69 -0.22 0.00
H -3.62 -5.57 1.00 0.00
H -2.90 -4.92 -0.48 0.00
H -0.52 -6.69 2.65 0.00
H -2.29 -6.65 2.71 0.00
H -1.47 -7.77 1.59 0.00

---

No. 3
88
Properties=species:S:1:pos:R:3:lowdin_charge:R:1 method="wB97M-V/def2-TZVPD" gap_ha=0.117 e_homo_ev=0.49 e_above_lowest_kcal_mol=2.2 charge=-2
Cs 0.03 0.20 -0.43 0.91
C 0.98 -3.53 4.94 -0.45
S 0.45 -4.24 3.34 0.70
C 0.48 -2.88 2.26 -1.09
S -0.94 -1.92 2.04 0.80
N 1.66 -2.68 1.60 -0.14
N 1.79 -1.70 0.78 -0.20
C 3.05 -1.70 0.16 -0.19
C 3.53 -0.80 -0.75 -0.35
C 4.84 -1.05 -1.35 -0.09
C 5.35 -0.22 -2.30 -0.16
C 4.61 0.91 -2.73 -0.15
C 3.38 1.10 -2.12 -0.24
N 2.85 0.34 -1.17 -0.09
H 0.99 -4.33 5.68 0.00
H 0.28 -2.76 5.26 0.01
H 1.98 -3.11 4.86 0.02
H 3.66 -2.57 0.42 0.07
H 5.39 -1.92 -1.02 0.08
H 6.32 -0.44 -2.73 0.08
H 4.96 1.58 -3.50 0.06
H 2.76 1.95 -2.42 0.09
C -3.52 0.34 -0.95 -0.13
N -3.22 0.14 0.45 -0.29
C -3.65 1.26 1.26 -0.11
C -3.75 -1.10 0.99 -0.21
C -3.12 -2.30 0.34 -0.25
C -3.80 -2.99 -0.66 -0.07
C -3.21 -4.03 -1.35 -0.11
C -1.91 -4.41 -1.03 -0.09
C -1.23 -3.75 -0.01 -0.09
C -1.83 -2.71 0.69 -0.46
H -4.61 0.40 -1.14 0.09
H -3.10 -0.45 -1.56 0.06
H -3.07 1.28 -1.28 0.06
H -4.75 1.36 1.29 0.09
H -3.23 2.18 0.86 0.06
H -3.28 1.14 2.28 0.09
H -4.85 -1.15 0.85 0.12
H -3.55 -1.12 2.06 0.10
H -4.80 -2.67 -0.92 0.10
H -3.74 -4.54 -2.15 0.09
H -1.41 -5.20 -1.57 0.10
H -0.22 -4.04 0.26 0.10
B -1.87 1.63 -4.27 -0.44
N -1.07 0.30 -4.34 -0.10
C -0.25 -0.07 -5.34 -0.12
C 0.43 -1.21 -4.95 -0.09
C -0.06 -1.45 -3.66 -0.20
N -0.96 -0.55 -3.31 -0.01
N -0.95 2.74 -3.67 -0.10
C -0.18 3.58 -4.39 -0.13
C 0.59 4.32 -3.52 -0.09
C 0.23 3.83 -2.26 -0.20
N -0.70 2.88 -2.36 0.03
H -2.13 1.97 -5.41 0.06
H -2.85 1.49 -3.58 0.05
H -0.21 0.51 -6.25 0.10
H 1.17 -1.76 -5.50 0.08
H 0.21 -2.24 -2.97 0.09
H -0.26 3.58 -5.46 0.10
H 1.31 5.09 -3.75 0.07
H 0.61 4.10 -1.28 0.08
C -0.83 4.96 4.89 -0.09
C 0.51 4.33 4.57 -0.34
O 0.76 4.34 3.17 -0.32
P 0.24 2.99 2.32 0.87
O 1.05 3.28 0.96 -0.38
C 2.46 2.95 0.93 -0.28
C 3.28 4.22 0.94 -0.07
O -1.22 3.44 1.81 -0.34
C -1.45 4.52 0.88 -0.28
C -2.73 5.22 1.26 -0.07
H -0.99 5.00 5.97 0.07
H -1.64 4.37 4.45 0.07
H -0.88 5.97 4.49 0.07
H 0.55 3.30 4.94 0.10
H 1.32 4.89 5.04 0.11
H 2.62 2.35 0.03 0.08
H 2.71 2.30 1.78 0.11
H 3.03 4.83 0.06 0.07
H 4.34 3.98 0.89 0.08
H 3.08 4.80 1.84 0.06
H -1.50 4.09 -0.12 0.10
H -0.61 5.21 0.91 0.11
H -3.57 4.52 1.25 0.07
H -2.94 6.02 0.55 0.08
H -2.66 5.65 2.26 0.06

---

No. 4
93
Properties=species:S:1:pos:R:3:lowdin_charge:R:1 method="wB97M-V/def2-TZVPD" gap_ha=0.168 e_homo_ev=-6.00 e_above_lowest_kcal_mol=564.6
C -2.07 5.12 -1.07 -0.06
C -2.58 5.47 -2.28 -0.08
C -3.06 4.51 -3.23 0.01
C -2.91 3.11 -2.94 -0.11
C -2.40 2.79 -1.63 -0.13
C -1.97 3.77 -0.74 -0.10
N -3.43 2.06 -3.95 -0.33
O -3.90 2.44 -5.02 0.07
O -3.42 0.91 -3.54 0.06
H -1.58 5.79 -0.39 0.11
H -2.69 6.48 -2.64 0.10
H -3.41 4.99 -4.14 0.10
H -2.30 1.78 -1.28 0.03
H -1.54 3.38 0.17 -0.05
C -5.63 0.86 1.66 -0.03
C -5.17 2.15 1.37 -0.08
C -3.87 2.40 1.26 -0.02
C -2.96 1.38 1.64 -0.06
C -3.34 0.08 2.07 0.00
C -4.72 -0.13 2.09 -0.05
N -1.47 1.60 1.46 -0.22
O -1.10 2.74 1.18 0.02
O -0.68 0.66 1.67 -0.10
H -6.69 0.81 1.83 0.11
H -5.80 3.01 1.16 0.12
H -3.54 3.42 1.10 0.12
H -2.69 -0.69 2.45 0.07
H -5.14 -1.09 2.36 0.11
C 7.48 -0.55 -1.83 -0.04
C 6.86 0.52 -2.76 -0.20
O 6.34 1.69 -2.09 0.03
C 5.05 1.54 -1.72 -0.50
O 4.30 0.52 -1.86 0.00
O 4.81 2.63 -0.96 0.01
C 3.64 2.64 -0.18 -0.16
H 8.41 -0.16 -1.43 0.07
H 7.76 -1.42 -2.41 0.08
H 6.83 -0.78 -0.98 0.08
H 6.07 0.14 -3.42 0.11
H 7.52 0.99 -3.49 0.12
H 3.29 3.67 -0.25 0.09
H 3.77 2.68 0.90 0.11
H 2.76 2.14 -0.60 -0.12
C -1.22 -3.69 3.71 -0.05
C -1.83 -2.84 2.56 -0.15
O -0.72 -2.21 1.88 -0.11
C -0.23 -2.73 0.70 -0.53
O -0.62 -3.76 0.19 0.14
O 0.67 -1.90 0.16 -0.26
C 1.31 -2.17 -1.03 -0.09
H -0.61 -4.54 3.43 0.08
H -1.92 -4.09 4.45 0.07
H -0.59 -3.09 4.37 0.05
H -2.58 -2.18 2.99 0.10
H -2.33 -3.55 1.90 0.12
H 2.38 -2.08 -0.88 0.11
H 1.01 -1.42 -1.77 0.04
H 1.08 -3.15 -1.43 0.10
C 2.56 1.16 6.49 -0.07
C 2.33 -0.19 5.91 -0.24
O 2.33 -0.18 4.49 0.03
C 1.56 -0.89 3.67 -0.45
O 0.91 -1.86 4.03 0.10
O 1.58 -0.29 2.40 0.05
C 0.60 -0.69 1.50 -0.42
H 2.22 1.20 7.52 0.08
H 2.06 1.89 5.86 0.09
H 3.59 1.46 6.66 0.08
H 1.37 -0.60 6.25 0.12
H 3.04 -0.93 6.29 0.13
H 0.62 -0.02 0.63 -0.12
H -0.40 -0.70 1.94 0.07
H 0.80 -1.70 1.15 -0.09
C -1.29 -5.45 -1.92 -0.06
C -1.52 -4.52 -3.14 -0.18
O -1.04 -3.24 -2.75 -0.01
C -0.93 -2.27 -3.64 -0.62
O -1.30 -2.39 -4.79 0.12
O -0.32 -1.19 -3.14 -0.18
C -0.11 -0.05 -4.10 -0.27
H -0.23 -5.45 -1.67 0.07
H -1.54 -6.49 -2.17 0.08
H -1.92 -5.00 -1.15 0.07
H -2.57 -4.54 -3.44 0.13
H -0.81 -4.76 -3.93 0.13
H -0.95 0.65 -4.05 -0.02
H 0.16 -0.38 -5.10 0.11
H 0.74 0.38 -3.57 -0.08
C -0.10 1.01 -0.94 -0.90
Br -1.37 -0.65 -0.69 1.12
Br -0.03 1.64 -2.77 1.07
Br 1.80 0.65 -0.38 1.16
H -0.48 1.76 -0.25 -0.03

---

No. 5
80
Properties=species:S:1:pos:R:3:lowdin_charge:R:1 method="wB97M-V/def2-TZVPD" gap_ha="0.206 / 0.200" e_homo_ev="-12.63 / -12.64" e_above_lowest_kcal_mol=0.0 charge=+2
Ce 10.19 10.11 12.15 0.61
C 13.05 6.95 12.24 -0.17
C 11.79 6.10 11.92 -0.14
C 10.49 6.85 11.62 -0.23
N 10.08 7.76 12.69 -0.11
C 9.54 7.28 13.82 -0.21
C 8.95 6.00 13.92 0.02
C 8.46 5.32 15.02 -0.05
C 8.66 5.59 16.37 -0.04
C 9.25 6.77 16.87 -0.03
C 9.48 7.99 16.24 0.02
C 9.52 8.28 14.85 -0.20
N 9.63 9.53 14.38 -0.14
C 9.24 10.66 15.18 -0.23
C 10.35 11.64 15.59 -0.13
C 11.06 12.39 14.43 -0.21
N 11.68 11.50 13.47 -0.12
C 13.01 11.26 13.50 -0.21
C 13.80 11.51 14.64 0.01
C 15.17 11.48 14.80 -0.03
C 16.19 11.43 13.81 -0.05
C 15.99 11.21 12.47 -0.05
C 14.83 10.85 11.80 0.02
C 13.51 10.67 12.30 -0.20
N 12.53 10.00 11.63 -0.12
C 12.89 8.99 10.64 -0.24
C 13.70 7.79 11.14 -0.15
H 13.81 6.25 12.61 0.12
H 12.84 7.58 13.10 0.10
H 11.60 5.41 12.74 0.11
H 12.01 5.44 11.07 0.13
H 9.68 6.12 11.42 0.12
H 10.53 7.46 10.72 0.05
H 8.80 5.52 12.95 0.12
H 7.88 4.42 14.78 0.13
H 8.39 4.83 17.10 0.12
H 9.50 6.78 17.92 0.12
H 9.80 8.82 16.86 0.11
H 8.80 10.26 16.11 0.12
H 8.46 11.24 14.66 0.09
H 11.10 11.13 16.21 0.11
H 9.88 12.40 16.20 0.12
H 11.87 13.01 14.83 0.12
H 10.36 13.04 13.86 0.09
H 13.23 11.66 15.58 0.12
H 15.56 11.57 15.82 0.13
H 17.21 11.57 14.18 0.12
H 16.88 11.27 11.82 0.13
H 14.98 10.58 10.76 0.12
H 13.44 9.47 9.80 0.12
H 11.94 8.68 10.16 0.06
H 14.68 8.14 11.50 0.12
H 13.94 7.20 10.26 0.12
I 6.77 10.20 12.11 0.99
C 7.15 12.36 11.81 -0.90
I 9.07 13.02 10.99 0.99
H 7.03 12.82 12.79 -0.01
H 6.45 12.65 11.01 -0.02
C 11.47 11.00 7.19 -0.20
C 9.96 11.04 7.25 -0.41
Sb 9.28 9.63 8.77 1.37
C 9.93 7.73 7.85 -0.39
C 9.55 7.53 6.40 -0.17
C 7.12 9.51 8.41 -0.42
C 6.78 9.69 6.93 -0.17
H 11.92 11.68 6.48 0.08
H 11.87 9.99 6.95 0.08
H 11.89 11.23 8.18 0.06
H 9.52 10.78 6.29 0.05
H 9.62 12.02 7.55 0.04
H 9.46 6.98 8.50 0.04
H 11.01 7.65 7.99 0.04
H 8.50 7.35 6.28 0.05
H 10.07 6.69 5.95 0.08
H 9.81 8.40 5.78 0.07
H 6.70 10.31 9.04 0.00
H 6.82 8.53 8.80 0.06
H 7.28 10.57 6.55 0.06
H 5.72 9.71 6.73 0.08
H 7.19 8.85 6.37 0.05

---

| no. | strongest force on any atom (eV/A) |
| --- | --- |
| 1 | 1.955 |
| 2 | 7.969 |
| 3 | 0.910 |
| 4 | 16.861 |
| 5 | 3.548 |